# 1
DFT (ωB97M-V/def2-TZVPD) results for a molecular structure, C45H40AsCsN3O4 in a non-equilibrium geometry.

Values from the calculation:
**DFT total energy**: -121361.414 eV
**ΔE to the lowest compared entry with this formula, charge and spin**: 2.192 eV
**Total charge**: -1
**2S+1**: 1

CARTESIAN COORDINATES (ANGSTROEM)
Cs 1.37 -1.11 -0.33
O -1.41 -0.61 4.84
C -1.94 -1.76 4.40
C -2.80 -2.46 5.25
C -3.40 -3.64 4.83
C -3.14 -4.14 3.56
C -2.26 -3.46 2.73
C -1.65 -2.28 3.13
C -0.70 -1.61 2.18
O -0.37 -2.20 1.11
N -0.25 -0.42 2.58
N 0.42 0.27 1.61
C 1.41 1.06 1.82
C 2.12 1.54 2.98
C 1.73 1.29 4.30
C 2.37 1.89 5.37
C 3.42 2.79 5.12
C 3.82 3.07 3.84
C 3.22 2.45 2.70
O 3.61 2.69 1.52
H -0.86 -0.27 4.06
H -3.00 -2.05 6.23
H -4.06 -4.17 5.50
H -3.60 -5.06 3.23
H -2.02 -3.84 1.74
H 1.77 1.52 0.89
H 0.91 0.61 4.48
H 2.04 1.67 6.38
H 3.91 3.27 5.96
H 4.62 3.78 3.66
C 5.76 0.70 0.17
C 5.31 -0.56 -0.50
C 5.01 -0.58 -1.86
C 4.61 -1.75 -2.49
C 4.51 -2.94 -1.77
C 4.82 -2.93 -0.42
C 5.21 -1.76 0.21
H 6.45 0.49 0.99
H 4.91 1.25 0.59
H 6.25 1.37 -0.54
H 5.10 0.33 -2.44
H 4.40 -1.75 -3.56
H 4.23 -3.86 -2.27
H 4.77 -3.85 0.15
H 5.46 -1.77 1.26
O 0.13 0.47 -1.60
As -0.91 1.66 -1.20
C -2.56 1.34 -2.18
C -2.88 0.03 -2.52
C -4.05 -0.24 -3.21
C -4.90 0.80 -3.57
C -4.58 2.11 -3.24
C -3.41 2.38 -2.54
C -1.60 2.06 0.56
C -1.01 2.96 1.45
C -1.56 3.14 2.71
C -2.70 2.44 3.08
C -3.31 1.58 2.19
C -2.76 1.39 0.93
C -0.34 3.33 -2.04
C 0.01 3.21 -3.38
C 0.29 4.35 -4.12
C 0.23 5.60 -3.53
C -0.09 5.71 -2.19
C -0.39 4.58 -1.44
H -2.20 -0.76 -2.22
H -4.31 -1.26 -3.46
H -5.81 0.59 -4.12
H -5.24 2.92 -3.52
H -3.16 3.40 -2.27
H -0.10 3.47 1.17
H -1.06 3.79 3.41
H -3.09 2.55 4.08
H -4.19 1.02 2.48
H -3.24 0.70 0.24
H 0.06 2.23 -3.83
H 0.56 4.26 -5.17
H 0.43 6.49 -4.11
H -0.12 6.69 -1.71
H -0.66 4.68 -0.40
C -2.58 -5.01 -4.44
C -1.38 -4.51 -3.68
C -0.14 -4.36 -4.30
C 0.94 -3.91 -3.56
N 0.87 -3.61 -2.26
C -0.32 -3.74 -1.67
C -1.45 -4.18 -2.33
H -2.29 -5.74 -5.19
H -3.06 -4.18 -4.95
H -3.30 -5.46 -3.76
H -0.03 -4.59 -5.35
H 1.92 -3.79 -4.02
H -0.36 -3.47 -0.62
H -2.39 -4.26 -1.80

---

# 2
DFT (ωB97M-V/def2-TZVPD) results for a molecular structure, C45H40AsIN5PS5SiV in a non-equilibrium geometry.

Values from the calculation:
**DFT total energy**: -220738.889 eV
**ΔE to the lowest compared entry with this formula, charge and spin**: 1.077 eV
**Total charge**: -2
**2S+1**: 4

CARTESIAN COORDINATES (ANGSTROEM)
V 1.00 -0.53 0.49
I -1.70 0.41 -0.25
C -2.83 0.71 1.49
C -3.64 1.81 1.39
C -4.57 2.15 2.38
C -4.70 1.33 3.46
C -3.90 0.17 3.60
C -4.15 -0.68 4.70
C -3.47 -1.84 4.83
C -2.45 -2.16 3.91
C -2.11 -1.34 2.86
P -0.57 -1.90 1.92
C -1.36 -3.30 1.03
C -2.71 -3.28 0.69
C -3.26 -4.27 -0.10
C -2.47 -5.31 -0.56
C -1.12 -5.34 -0.24
C -0.56 -4.33 0.53
C 0.32 -2.65 3.33
C 0.77 -1.74 4.29
C 1.48 -2.17 5.40
C 1.75 -3.52 5.56
C 1.31 -4.43 4.62
C 0.59 -4.00 3.51
C -2.90 -0.16 2.63
H -3.55 2.44 0.51
H -5.19 3.03 2.27
H -5.44 1.54 4.23
H -4.91 -0.39 5.42
H -3.67 -2.52 5.66
H -1.90 -3.07 4.06
H -3.35 -2.47 1.04
H -4.31 -4.23 -0.36
H -2.90 -6.09 -1.19
H -0.46 -6.11 -0.62
H 0.51 -4.36 0.70
H 0.58 -0.69 4.15
H 1.83 -1.44 6.12
H 2.33 -3.86 6.42
H 1.55 -5.48 4.72
H 0.28 -4.73 2.77
C 0.21 2.62 5.92
C 1.45 2.17 5.49
C 1.76 2.10 4.14
C 0.80 2.47 3.19
C -0.43 2.95 3.62
C -0.72 3.01 4.97
N 1.11 2.39 1.81
N 2.51 2.20 1.58
C 2.87 1.64 0.42
C 4.28 1.71 0.17
C 4.76 1.38 -1.06
C 3.87 0.94 -2.06
C 2.58 0.74 -1.71
N 2.04 1.05 -0.49
H -0.02 2.66 6.98
H 2.20 1.86 6.21
H 2.71 1.73 3.78
H -1.16 3.27 2.89
H -1.70 3.36 5.29
H 4.92 2.03 0.98
H 5.83 1.42 -1.25
H 4.23 0.61 -3.03
H 1.90 0.24 -2.39
S 2.87 -4.94 0.30
As 2.97 -2.89 -0.33
S 1.02 -2.18 -1.20
S 2.87 -1.54 1.43
S 4.61 -2.52 -1.62
N 0.03 2.26 -3.09
C -0.44 1.11 -3.63
N -0.79 0.08 -2.94
C -1.31 -0.92 -3.75
C -1.76 -2.16 -3.30
C -2.25 -3.06 -4.23
C -2.28 -2.75 -5.60
C -1.82 -1.52 -6.05
C -1.34 -0.62 -5.12
S -0.69 0.98 -5.37
H 0.30 2.22 -2.11
H 0.60 2.86 -3.66
H -1.70 -2.41 -2.25
H -2.59 -4.03 -3.89
H -2.65 -3.48 -6.31
H -1.83 -1.28 -7.11
C -2.30 5.92 -0.12
Si -0.51 5.53 -0.51
C 0.60 6.85 0.23
C -0.27 5.57 -2.37
C -0.09 3.91 0.16
C 0.46 3.19 0.98
H -2.59 6.90 -0.50
H -2.46 5.92 0.97
H -2.96 5.17 -0.55
H 0.41 7.84 -0.19
H 1.64 6.58 0.05
H 0.46 6.89 1.31
H -0.24 6.60 -2.74
H -1.08 5.05 -2.89
H 0.67 5.09 -2.64

---

# 3
DFT (ωB97M-V/def2-TZVPD) results for a molecular structure, C45H40Br6N8O16 in a non-equilibrium geometry.

Values from the calculation:
**DFT total energy**: -512222.765 eV
**ΔE to the lowest compared entry with this formula, charge and spin**: 0.363 eV
**Total charge**: 0
**2S+1**: 1

CARTESIAN COORDINATES (ANGSTROEM)
C 3.19 -2.21 0.97
N 2.63 -0.95 0.49
O 1.76 -0.45 1.22
O 3.02 -0.53 -0.57
H 3.08 -2.35 2.05
H 4.21 -2.28 0.59
H 2.76 -3.06 0.43
C -6.93 -6.48 2.54
C -5.62 -6.35 2.09
C -5.17 -5.29 1.42
C -6.10 -4.27 1.15
C -7.43 -4.38 1.49
C -7.85 -5.48 2.23
N -5.63 -3.10 0.44
O -4.39 -2.85 0.51
O -6.43 -2.44 -0.22
H -7.18 -7.31 3.18
H -4.90 -7.09 2.40
H -4.10 -5.18 1.32
H -8.04 -3.50 1.36
H -8.86 -5.49 2.60
C -1.28 6.61 -0.18
C -2.10 7.23 0.76
C -1.88 8.58 1.11
C -0.83 9.26 0.44
C -0.03 8.64 -0.47
C -0.22 7.31 -0.76
N -0.59 10.68 0.75
O -1.43 11.21 1.53
O 0.47 11.18 0.41
H -1.52 5.59 -0.43
H -2.90 6.76 1.31
H -2.39 9.05 1.94
H 0.79 9.17 -0.93
H 0.49 6.81 -1.40
C -2.66 -4.33 -6.34
C -1.78 -3.43 -5.86
C -2.18 -2.12 -5.75
C -3.47 -1.68 -6.05
C -4.39 -2.65 -6.51
C -3.97 -4.02 -6.72
N -3.81 -0.28 -5.87
O -2.87 0.55 -5.90
O -4.96 0.10 -5.95
H -2.32 -5.36 -6.34
H -0.75 -3.67 -5.69
H -1.57 -1.34 -5.32
H -5.41 -2.41 -6.77
H -4.54 -4.74 -7.28
C 7.45 4.27 0.97
C 6.64 5.17 1.66
C 7.24 6.39 1.90
C 8.45 6.78 1.26
C 9.12 5.88 0.46
C 8.72 4.55 0.35
N 8.96 8.14 1.41
O 10.14 8.45 1.08
O 8.24 8.97 1.96
H 7.10 3.26 0.99
H 5.68 4.86 2.05
H 6.68 7.15 2.42
H 10.00 6.19 -0.08
H 9.32 3.81 -0.16
C 2.92 4.79 -6.97
C 4.04 4.56 -6.20
C 4.81 5.65 -5.82
C 4.51 6.95 -6.26
C 3.29 7.15 -6.97
C 2.52 6.11 -7.31
N 5.32 8.09 -5.83
O 4.88 9.26 -5.91
O 6.47 7.86 -5.50
H 2.32 3.92 -7.17
H 4.32 3.61 -5.76
H 5.75 5.45 -5.33
H 3.03 8.15 -7.27
H 1.61 6.31 -7.85
C -1.77 -13.35 -3.49
C -0.47 -13.55 -3.13
C 0.23 -12.52 -2.58
C -0.38 -11.31 -2.30
C -1.72 -11.08 -2.66
C -2.43 -12.12 -3.29
N 0.40 -10.22 -1.67
O 1.54 -10.39 -1.35
O -0.08 -9.11 -1.59
H -2.34 -14.21 -3.81
H 0.07 -14.47 -3.29
H 1.28 -12.65 -2.35
H -2.17 -10.12 -2.43
H -3.47 -12.03 -3.57
C -4.60 1.06 5.77
C -5.76 1.57 5.06
C -6.85 1.91 5.90
C -6.81 1.70 7.29
C -5.65 1.21 7.94
C -4.53 0.88 7.17
N -7.98 2.13 8.11
O -9.08 2.27 7.61
O -7.73 2.34 9.28
H -3.78 0.68 5.16
H -5.73 1.87 4.03
H -7.64 2.51 5.46
H -5.63 1.07 9.01
H -3.66 0.44 7.63
C 8.13 -6.51 4.40
Br 6.25 -6.79 5.02
Br 8.50 -4.73 3.60
Br 8.80 -8.10 3.39
H 8.59 -6.42 5.39
C 2.52 1.02 9.75
Br 2.90 0.02 8.04
Br 4.03 2.07 10.38
Br 1.78 -0.28 11.05
H 1.78 1.79 9.56

---

# 4
DFT (ωB97M-V/def2-TZVPD) results for 6 unconnected molecules or ions with the total composition C45H40F40N3O5S2 in a non-equilibrium geometry.

Values from the calculation:
**DFT total energy**: -192384.794 eV
**ΔE to the lowest compared entry with this formula, charge and spin**: 0.000 eV
**Total charge**: +1
**2S+1**: 1

CARTESIAN COORDINATES (ANGSTROEM)
S -4.01 -0.23 2.38
C -3.57 -1.78 2.20
S -4.54 -3.11 2.94
C -6.10 -2.83 2.10
C -7.27 -2.79 3.08
C -8.61 -2.96 2.36
C -9.03 -1.75 1.57
C -9.65 -1.83 0.33
C -10.04 -0.66 -0.34
N -9.83 0.55 0.13
N -9.22 0.59 1.30
C -8.82 -0.44 2.04
N -2.48 -2.31 1.53
C -2.93 -3.14 0.43
C -2.54 -4.46 0.35
C -2.99 -5.25 -0.69
C -3.83 -4.72 -1.66
C -4.20 -3.38 -1.59
C -3.75 -2.59 -0.54
C -1.36 -1.44 1.24
C -0.79 -1.39 -0.01
C 0.33 -0.58 -0.21
C 0.85 0.19 0.80
C 0.27 0.12 2.06
C -0.81 -0.71 2.29
H -6.02 -1.86 1.61
H -6.26 -3.57 1.31
H -7.17 -3.58 3.83
H -7.24 -1.83 3.59
H -8.54 -3.80 1.66
H -9.40 -3.19 3.08
H -9.84 -2.79 -0.13
H -10.54 -0.72 -1.30
H -9.05 1.53 1.64
H -8.34 -0.20 2.98
H -1.89 -4.88 1.11
H -2.68 -6.28 -0.76
H -4.19 -5.33 -2.48
H -4.83 -2.93 -2.34
H -4.03 -1.54 -0.51
H -1.17 -1.97 -0.84
H 0.80 -0.55 -1.19
H 1.70 0.82 0.63
H 0.67 0.72 2.87
H -1.24 -0.77 3.28
C 4.32 4.54 0.46
C 3.06 3.68 0.27
C 1.95 4.23 -0.64
F 1.43 5.36 -0.13
F 0.97 3.30 -0.71
F 2.54 3.34 1.46
F 3.48 2.53 -0.35
O 4.40 5.29 1.65
C 3.93 6.57 1.74
C 2.87 6.67 2.85
F 1.83 5.87 2.55
F 2.42 7.94 2.93
F 3.46 7.03 0.57
F 4.96 7.36 2.09
H 5.13 3.82 0.54
H 4.52 5.15 -0.43
H 2.33 4.42 -1.64
H 3.30 6.37 3.80
C 5.12 11.32 2.85
C 4.85 11.30 4.36
C 3.40 11.47 4.81
F 2.94 12.69 4.45
F 3.34 11.38 6.15
F 5.64 12.18 4.99
F 5.20 10.04 4.78
O 5.63 12.53 2.32
C 4.81 13.52 1.85
C 5.04 14.84 2.61
F 4.74 14.68 3.91
F 4.21 15.78 2.09
F 3.51 13.17 1.87
F 5.15 13.75 0.56
H 5.93 10.61 2.70
H 4.27 10.95 2.28
H 2.76 10.70 4.37
H 6.07 15.15 2.50
C -0.32 1.13 -3.72
C 0.71 1.65 -4.73
C 0.17 2.31 -6.01
F -0.52 1.42 -6.74
F 1.22 2.74 -6.74
F 1.58 0.68 -5.05
F 1.40 2.64 -4.09
O -0.57 -0.26 -3.74
C -1.56 -0.81 -4.50
C -0.99 -1.84 -5.46
F -0.13 -1.25 -6.32
F -2.01 -2.38 -6.18
F -2.31 0.11 -5.13
F -2.39 -1.49 -3.66
H 0.13 1.31 -2.74
H -1.24 1.71 -3.74
H -0.47 3.16 -5.76
H -0.48 -2.63 -4.91
C 4.61 -4.14 -4.84
C 3.20 -3.54 -4.77
C 2.47 -3.59 -3.42
F 2.24 -4.86 -3.04
F 1.27 -2.97 -3.57
F 2.41 -4.08 -5.72
F 3.33 -2.21 -5.04
O 4.72 -5.44 -5.37
C 4.66 -6.55 -4.59
C 3.52 -7.48 -5.04
F 2.34 -6.85 -4.92
F 3.51 -8.57 -4.24
F 4.55 -6.26 -3.28
F 5.81 -7.24 -4.75
H 5.14 -3.51 -5.55
H 5.13 -4.04 -3.88
H 3.04 -3.07 -2.64
H 3.68 -7.79 -6.08
C 1.91 -7.09 2.58
C 0.48 -6.55 2.48
C -0.39 -6.58 3.75
F -0.60 -7.84 4.15
F -1.59 -6.02 3.45
F -0.18 -7.16 1.47
F 0.59 -5.23 2.16
O 2.13 -8.40 2.11
C 2.02 -9.49 2.93
C 0.98 -10.48 2.39
F -0.24 -9.89 2.36
F 0.92 -11.54 3.22
F 1.77 -9.15 4.20
F 3.21 -10.14 2.91
H 2.49 -6.46 1.91
H 2.32 -6.94 3.58
H 0.08 -6.01 4.55
H 1.25 -10.81 1.39